Record 1
This record from the OMol25 dataset describes an isolated ion of composition C5H10NO4 and charge +1. The level of theory is the ωB97M-V functional and the def2-TZVPD basis.

```
20
Properties=species:S:1:pos:R:3
C 2.568 1.131 -0.760
C -0.551 0.784 1.281
C -0.908 0.912 -0.174
C 1.429 -0.625 0.424
C -1.900 -0.204 -0.685
N 1.524 0.384 -0.474
O 0.304 0.945 -1.015
O -1.038 -0.120 2.060
O 2.560 -0.824 1.150
O -1.440 -1.455 -0.323
H 2.373 2.079 -1.178
H 3.471 0.447 -0.570
H -0.113 1.642 1.942
H -1.272 1.862 -0.410
H 0.803 -1.500 0.393
H -1.904 0.024 -1.751
H -2.853 -0.053 -0.351
H -1.601 -0.830 1.480
H 2.941 -1.715 0.993
H -1.778 -2.270 -0.874
```

Output
Energy relative to the best compared isomer or geometry (same formula, charge and spin) = 145.8 kcal/mol
Charge = +1
2S+1 = 1
HOMO level (alpha / beta) = -0.4464 / -0.4262 Eh
HOMO-LUMO gap (alpha / beta) = 7.8 / 6.6 eV
E = -551.75103 Eh
M = 148.14 u

***

Record 2
This record from the OMol25 dataset describes a 3-piece molecular cluster, C5H10NO6P overall. The level of theory is the ωB97M-V functional and the def2-TZVPD basis.

```
23
Properties=species:S:1:pos:R:3
C 1.071 -3.424 -0.654
C -1.918 0.008 -0.396
C -0.214 0.704 -1.950
C -1.675 2.223 -0.620
C 1.851 -1.819 1.704
N -1.475 1.062 -1.377
O 1.528 -4.464 -0.264
O 2.379 0.557 3.077
O 2.236 0.798 0.502
O 0.659 -2.634 -1.381
O 0.085 0.501 1.829
O 2.651 -2.211 2.572
P 1.531 0.097 1.669
H -3.026 0.271 0.009
H -1.860 -0.977 -0.698
H -1.125 0.130 0.303
H -0.171 1.459 -2.711
H 0.615 0.802 -1.271
H -0.202 -0.338 -2.467
H -2.582 2.046 -0.133
H -1.057 2.469 0.203
H -1.840 3.047 -1.303
H 2.539 -0.307 3.356
```

Output
Energy relative to the best compared isomer or geometry (same formula, charge and spin) = 62.7 kcal/mol
Charge = -2
2S+1 = 1
HOMO level (alpha / beta) = 0.0491 / 0.0491 Eh
HOMO-LUMO gap (alpha / beta) = 4.5 / 4.5 eV
E = -1044.05314 Eh
M = 211.11 u

***

Record 3
This record from the OMol25 dataset describes a 2-piece molecular cluster, C5H10NO6P overall. The level of theory is the ωB97M-V functional and the def2-TZVPD basis.

```
23
Properties=species:S:1:pos:R:3
C -0.569 1.756 1.096
C -0.330 1.677 -2.062
C 0.940 1.093 -1.409
C 1.160 -1.609 1.607
C -0.252 0.252 0.855
N 0.747 -0.208 1.560
O 0.266 2.432 1.777
O -2.763 -0.586 -0.489
O -1.890 -1.842 1.541
O -1.663 2.195 0.667
O -0.722 -1.971 -0.801
O 1.724 -1.944 0.346
P -1.589 -1.010 0.285
H -1.122 1.792 -1.189
H 0.053 2.611 -2.471
H -0.604 0.919 -2.762
H 1.584 1.635 -0.808
H 1.135 0.009 -1.438
H 1.851 -1.819 2.379
H 0.394 -2.246 1.760
H -0.812 -1.560 -1.692
H 1.528 0.386 1.479
H 0.934 -1.965 -0.234
```

Output
Energy relative to the best compared isomer or geometry (same formula, charge and spin) = 57.6 kcal/mol
Charge = -2
2S+1 = 1
HOMO level (alpha / beta) = -0.0113 / 0.0301 Eh
HOMO-LUMO gap (alpha / beta) = 6.4 / 5.3 eV
E = -1044.06130 Eh
M = 211.11 u

***

Record 4
This record from the OMol25 dataset describes one molecule with the formula C5H10NOS. The level of theory is the ωB97M-V functional and the def2-TZVPD basis.

```
18
Properties=species:S:1:pos:R:3
O -0.420 -2.297 -1.159
C -0.513 -1.223 -0.577
N -0.877 -0.102 -1.266
C -1.037 1.190 -0.638
C 0.288 1.871 -0.290
S 0.078 3.637 -0.045
C -0.157 -1.168 0.896
C 1.379 -1.308 1.043
H -1.303 -0.230 -2.166
H -1.641 1.062 0.250
H -1.566 1.864 -1.313
H 1.008 1.758 -1.112
H 0.789 1.469 0.555
H -0.612 -2.025 1.372
H -0.589 -0.293 1.386
H 1.651 -2.115 0.377
H 1.679 -1.673 2.021
H 1.843 -0.416 0.666
```

Output
Energy relative to the best compared isomer or geometry (same formula, charge and spin) = 2.7 kcal/mol
2S+1 = 2
HOMO level (alpha / beta) = -0.3487 / -0.3381 Eh
HOMO-LUMO gap (alpha / beta) = 10.4 / 7.0 eV
⟨S²⟩ = 0.753
E = -724.65976 Eh
M = 132.21 u

***

Record 5
This record from the OMol25 dataset describes one molecule with the formula C5H10NP. The level of theory is the ωB97M-V functional and the def2-TZVPD basis.

```
17
Properties=species:S:1:pos:R:3
C 0.248 0.032 0.951
C 0.600 -0.281 -0.491
C 0.527 -1.738 -0.831
C -2.001 0.914 1.261
C 1.079 0.625 -1.338
N -1.137 -0.248 1.368
P -1.741 -1.658 1.927
H 0.915 -0.562 1.583
H 0.442 1.092 1.140
H 1.441 -2.227 -0.487
H -0.312 -2.212 -0.317
H 0.435 -1.894 -1.903
H -2.166 1.172 0.215
H -1.556 1.771 1.769
H -2.952 0.678 1.732
H 1.133 1.672 -1.091
H 1.333 0.356 -2.348
```

Output
Energy relative to the best compared isomer or geometry (same formula, charge and spin) = 30.8 kcal/mol
2S+1 = 1
HOMO level (alpha / beta) = -0.2546 / -0.2548 Eh
HOMO-LUMO gap (alpha / beta) = 6.7 / 6.7 eV
E = -592.53044 Eh
M = 115.12 u

***

Record 6
This record from the OMol25 dataset describes C5H10NS as an isolated structure. The level of theory is the ωB97M-V functional and the def2-TZVPD basis.

```
17
Properties=species:S:1:pos:R:3
C -0.042 -1.734 0.256
C 0.951 -2.253 -0.439
C -0.001 -0.224 -0.634
C -1.094 0.500 -1.256
C -0.120 1.294 1.523
N 0.684 0.712 0.320
S 1.407 -0.964 -1.516
H -0.739 -2.228 0.894
H 1.355 -3.277 -0.240
H -0.642 1.250 -2.029
H -1.867 1.006 -0.653
H -1.901 -0.046 -1.867
H 0.625 1.374 2.366
H -0.262 2.341 1.223
H -1.019 0.735 1.626
H 1.477 0.150 0.757
H 1.190 1.364 -0.332
```

Output
Energy relative to the best compared isomer or geometry (same formula, charge and spin) = 77.6 kcal/mol
Charge = +1
2S+1 = 1
HOMO level = -0.4811 Eh
HOMO-LUMO gap = 9.7 eV
E = -649.10174 Eh
M = 116.21 u

***

Record 7
This record from the OMol25 dataset describes an isolated ion of composition C5H10NS and charge +1. The level of theory is the ωB97M-V functional and the def2-TZVPD basis.

```
17
Properties=species:S:1:pos:R:3
C 0.962 0.414 0.213
C 0.909 1.116 -1.120
C 0.285 2.279 -1.331
C -1.264 -2.130 1.485
C 0.021 -1.670 0.775
N -0.153 -0.421 0.353
S 0.059 2.977 -2.933
H 1.818 -0.086 0.623
H 0.707 1.171 0.963
H 1.144 0.548 -1.918
H -0.088 2.798 -0.422
H -1.734 -1.322 2.018
H -1.950 -2.582 0.768
H -1.042 -3.027 2.165
H -0.104 -2.303 -0.181
H 1.122 -1.737 1.182
H -0.692 3.973 -2.639
```

Output
Energy relative to the best compared isomer or geometry (same formula, charge and spin) = 130.6 kcal/mol
Charge = +1
2S+1 = 1
HOMO level (alpha / beta) = -0.4695 / -0.4695 Eh
HOMO-LUMO gap (alpha / beta) = 5.3 / 5.3 eV
E = -649.01733 Eh
M = 116.21 u

***

Record 8
This record from the OMol25 dataset describes one molecule with the formula C5H10O. The level of theory is the ωB97M-V functional and the def2-TZVPD basis.

```
16
Properties=species:S:1:pos:R:3
C 1.331 -0.029 1.437
C 0.191 0.580 0.672
C 0.329 1.278 -0.652
O -1.220 1.124 -0.730
C -0.944 -0.221 0.055
C -0.756 -1.362 -0.937
H 0.978 -0.459 2.383
H 2.063 0.745 1.702
H 1.885 -0.825 0.907
H -1.220 1.566 0.231
H 0.652 0.761 -1.571
H 0.647 2.326 -0.695
H -1.815 -0.442 0.686
H -1.660 -1.558 -1.523
H -0.547 -2.262 -0.344
H 0.085 -1.221 -1.620
```

Output
Energy relative to the best compared isomer or geometry (same formula, charge and spin) = 117.9 kcal/mol
2S+1 = 1
HOMO level = -0.2480 Eh
HOMO-LUMO gap = 7.8 eV
E = -271.56475 Eh
M = 86.13 u

***

Record 9
This record from the OMol25 dataset describes one molecule with the formula C5H10O. The level of theory is the ωB97M-V functional and the def2-TZVPD basis.

```
16
Properties=species:S:1:pos:R:3
C 2.052 -0.088 0.089
O 0.910 -0.227 0.903
C -0.296 0.024 0.234
C -0.623 1.492 0.063
C -0.730 -0.981 -0.797
C -1.393 -0.933 0.559
H 2.921 -0.240 0.733
H 2.068 -0.836 -0.717
H 2.125 0.911 -0.366
H -1.506 1.623 -0.571
H -0.827 1.953 1.036
H 0.206 2.033 -0.404
H -1.284 -0.635 -1.666
H -0.067 -1.821 -0.986
H -1.152 -1.730 1.256
H -2.406 -0.544 0.633
```

Output
Energy relative to the best compared isomer or geometry (same formula, charge and spin) = 32.4 kcal/mol
2S+1 = 1
HOMO level = -0.3561 Eh
HOMO-LUMO gap = 10.7 eV
E = -271.70090 Eh
SMILES string = COC1(C)CC1
M = 86.13 u

***

Record 10
This record from the OMol25 dataset describes one molecule with the formula C5H10O. The level of theory is the ωB97M-V functional and the def2-TZVPD basis.

```
16
Properties=species:S:1:pos:R:3
C 1.023 0.388 0.707
O 2.402 0.214 1.159
C 0.572 -0.834 -0.125
C -0.993 -0.916 0.017
C -1.725 -0.072 -0.981
C -1.688 1.248 -0.967
H 0.478 0.547 1.640
H 1.044 1.320 0.137
H 2.759 -0.609 0.814
H 1.095 -1.674 0.289
H 0.777 -0.625 -1.176
H -1.165 -1.979 -0.236
H -1.322 -0.696 1.038
H -2.490 -0.523 -1.599
H -2.303 1.899 -1.610
H -1.030 1.893 -0.410
```

Output
Energy relative to the best compared isomer or geometry (same formula, charge and spin) = 38.4 kcal/mol
2S+1 = 1
HOMO level = -0.3634 Eh
HOMO-LUMO gap = 10.9 eV
E = -271.69150 Eh
SMILES string = C=CCCCO
M = 86.13 u

***

Record 11
This record from the OMol25 dataset describes a 2-piece molecular cluster, C5H10O overall. The level of theory is the ωB97M-V functional and the def2-TZVPD basis.

```
16
Properties=species:S:1:pos:R:3
C 0.705 -1.479 0.031
C -0.229 1.351 -0.031
C 1.710 -0.539 0.700
C -1.462 0.866 0.655
O -1.796 1.772 -0.466
C -0.845 1.082 -1.361
H 1.169 -1.987 -0.818
H -0.175 -0.976 -0.365
H 0.347 -2.235 0.737
H 2.113 0.206 0.004
H 1.271 0.026 1.529
H 2.544 -1.124 1.104
H -1.659 1.313 1.630
H -1.944 -0.114 0.529
H -0.492 1.716 -2.174
H -1.259 0.124 -1.705
```

Output
Energy relative to the best compared isomer or geometry (same formula, charge and spin) = 129.5 kcal/mol
2S+1 = 1
HOMO level = -0.3144 Eh
HOMO-LUMO gap = 9.6 eV
E = -271.54629 Eh
M = 86.13 u

***

Record 12
This record from the OMol25 dataset describes one molecule with the formula C5H10O. The level of theory is the ωB97M-V functional and the def2-TZVPD basis.

```
16
Properties=species:S:1:pos:R:3
C 2.311 0.083 0.120
O 1.168 -0.764 0.042
C 0.387 -0.544 -0.997
C -0.917 1.241 0.207
C -0.899 -1.241 -0.672
C -1.418 -0.234 0.388
H 3.162 -0.537 0.403
H 2.449 0.568 -0.849
H 2.132 0.840 0.892
H -1.333 1.682 -0.704
H -1.282 1.787 1.076
H 0.158 1.462 0.155
H -1.557 -1.320 -1.543
H -0.729 -2.243 -0.253
H -1.123 -0.614 1.374
H -2.509 -0.166 0.363
```

Output
Energy relative to the best compared isomer or geometry (same formula, charge and spin) = 79.4 kcal/mol
2S+1 = 1
HOMO level = -0.3000 Eh
HOMO-LUMO gap = 9.2 eV
E = -271.62607 Eh
M = 86.13 u

***

Record 13
This record from the OMol25 dataset describes one molecule with the formula C5H10O. The level of theory is the ωB97M-V functional and the def2-TZVPD basis.

```
16
Properties=species:S:1:pos:R:3
O 0.447 -2.009 -0.316
C 0.260 -0.705 -0.853
C 1.161 0.329 -0.157
C 0.375 0.696 1.103
C -1.044 0.854 0.545
C -1.179 -0.287 -0.482
H 1.354 -2.283 -0.497
H 0.421 -0.721 -1.942
H 2.170 -0.059 0.031
H 1.259 1.220 -0.792
H 0.741 1.601 1.601
H 0.416 -0.136 1.816
H -1.826 0.830 1.311
H -1.117 1.821 0.033
H -1.673 -1.160 -0.045
H -1.765 0.008 -1.358
```

Output
Energy relative to the best compared isomer or geometry (same formula, charge and spin) = 2.8 kcal/mol
2S+1 = 1
HOMO level = -0.3737 Eh
HOMO-LUMO gap = 11.2 eV
E = -271.74818 Eh
SMILES string = OC1CCCC1
M = 86.13 u

***

Record 14
This record from the OMol25 dataset describes one molecule with the formula C5H10O. The level of theory is the ωB97M-V functional and the def2-TZVPD basis.

```
16
Properties=species:S:1:pos:R:3
O 1.961 0.126 0.565
C 0.945 0.529 -0.347
C -0.255 1.133 0.394
C -1.021 -0.097 0.888
C -0.945 -1.067 -0.302
C 0.399 -0.753 -1.002
H 2.306 0.923 0.988
H 1.362 1.222 -1.092
H 0.060 1.806 1.201
H -0.866 1.721 -0.305
H -2.052 0.121 1.190
H -0.494 -0.521 1.749
H -1.024 -2.114 0.012
H -1.777 -0.873 -0.989
H 1.143 -1.545 -0.871
H 0.258 -0.610 -2.078
```

Output
Energy relative to the best compared isomer or geometry (same formula, charge and spin) = 2.7 kcal/mol
2S+1 = 1
HOMO level = -0.3740 Eh
HOMO-LUMO gap = 11.2 eV
E = -271.74827 Eh
SMILES string = OC1CCCC1
M = 86.13 u